1.
A molecular structure, C19H19ClCoN7O2S3Se, computed with ωB97M-V/def2-TZVPD.

The value obtained for the frontier orbital gap (spin up / spin down) is 0.2498 / 0.2480 Ha. Its charge is +2. For the LUMO energy (spin up / spin down), the calculation gives -6.90 / -7.24 eV. As for the HOMO energy (spin up / spin down): -13.6967 / -13.9907 eV. The value obtained for the total energy is -182526.122 eV. As for the expectation value of S²: 6.02. Its spin multiplicity is 5.

CARTESIAN COORDINATES (ANGSTROEM)
1 Co 0.214 -0.620 0.071
2 C 1.199 1.423 3.081
3 C 0.418 0.156 3.212
4 N -0.068 -0.546 2.221
5 C -0.699 -1.696 2.671
6 C -0.699 -1.842 4.017
7 S 0.107 -0.532 4.750
8 C -1.238 -2.611 1.670
9 C -2.008 -3.706 1.867
10 S -2.387 -4.425 0.370
11 C -1.503 -3.226 -0.467
12 N -0.947 -2.345 0.340
13 C -1.433 -3.232 -1.956
14 H 1.362 1.663 2.032
15 H 2.178 1.316 3.550
16 H 0.696 2.250 3.585
17 H -1.113 -2.648 4.605
18 H -2.367 -4.117 2.798
19 H -1.902 -4.126 -2.362
20 H -0.398 -3.183 -2.284
21 H -1.948 -2.358 -2.360
22 Se 2.370 2.176 -1.387
23 N 3.955 1.480 -1.366
24 C 3.916 0.387 -0.619
25 C 4.970 -0.527 -0.348
26 C 4.663 -1.629 0.394
27 C 3.334 -1.864 0.845
28 N 2.336 -1.036 0.635
29 C 2.639 0.092 -0.048
30 N 1.666 0.975 -0.279
31 H 5.964 -0.347 -0.736
32 H 5.423 -2.359 0.630
33 H 3.099 -2.772 1.389
34 C -4.050 2.734 -1.449
35 N -2.899 3.069 -0.606
36 C -2.628 4.298 -0.064
37 C -1.485 4.185 0.662
38 N -1.085 2.881 0.549
39 C -1.950 2.192 -0.222
40 S -1.891 0.551 -0.641
41 H -4.591 3.646 -1.681
42 H -4.708 2.045 -0.925
43 H -3.709 2.268 -2.370
44 H -3.259 5.156 -0.230
45 H -0.946 4.921 1.234
46 H -0.258 2.469 0.952
47 Cl 1.734 0.759 -4.712
48 C 0.300 -0.208 -4.295
49 C -0.030 -0.047 -2.809
50 O -0.796 0.908 -2.487
51 O 0.450 -0.900 -2.016
52 H 0.532 -1.244 -4.508
53 H -0.526 0.147 -4.899

Cartesian forces, eV/Å:
Co -0.4 -0.3 0.0
C 0.0 0.0 0.1
C 0.0 0.0 0.2
N 0.0 -0.1 -0.1
C 0.1 0.1 0.0
C -0.1 -0.1 0.1
S 0.0 0.1 -0.1
C 0.0 0.1 -0.2
C -0.1 -0.1 0.1
S 0.1 0.1 -0.1
C 0.0 0.0 0.2
N -0.1 -0.2 0.1
C 0.0 0.1 0.0
H 0.0 0.0 0.0
H 0.0 0.0 0.0
H 0.0 0.0 0.0
H 0.0 0.1 -0.1
H 0.0 0.0 -0.1
H 0.0 0.0 0.0
H 0.0 -0.1 0.0
H 0.0 0.0 0.0
Se -0.4 0.5 0.0
N 0.5 -0.2 0.0
C -0.2 -0.1 0.1
C 0.1 -0.1 0.0
C 0.2 0.1 0.0
C -0.3 0.1 0.0
N 0.2 -0.3 -0.2
C 0.2 0.6 -0.1
N 0.4 -0.2 -0.2
H 0.0 0.0 0.0
H 0.0 0.0 0.0
H 0.0 0.0 -0.1
C 0.0 -0.1 0.0
N 0.0 -0.2 0.0
C 0.1 0.1 0.1
C -0.1 0.2 0.0
N 0.1 -0.1 0.0
C -0.1 0.2 0.0
S -0.5 -0.2 0.6
H 0.0 0.0 0.0
H 0.0 0.0 0.1
H 0.1 0.0 0.0
H 0.0 -0.1 0.0
H 0.0 -0.1 0.0
H 0.0 0.0 0.0
Cl 0.0 0.0 0.1
C -0.1 0.1 0.2
C 0.2 -0.5 -0.1
O 0.4 0.2 -0.8
O -0.1 0.5 0.2
H 0.0 -0.1 0.0
H 0.0 0.0 0.0

2.
5 unconnected molecules or ions with the total composition C35H62FN2O8 at a distorted geometry, computed with ωB97M-V/def2-TZVPD.

The value obtained for the frontier orbital gap is 0.2746 Ha. Its charge is +1. For the LUMO energy, the calculation gives -3.85 eV. As for the HOMO energy: -11.3212 eV. The value obtained for the total energy is -59366.876 eV.

CARTESIAN COORDINATES (ANGSTROEM)
1 C 3.350 -1.940 -0.711
2 C 2.907 -0.684 -0.941
3 C 1.751 -0.055 -0.269
4 N 1.925 1.103 0.322
5 N 0.852 1.680 0.854
6 C 1.194 2.971 1.478
7 C 1.147 2.990 3.006
8 F 0.433 3.957 0.899
9 C -0.386 1.181 0.844
10 C -1.522 1.959 1.444
11 C -2.221 2.864 0.412
12 O -3.103 2.113 -0.416
13 C -4.412 2.125 -0.059
14 O -5.102 1.165 -0.198
15 C -0.614 -0.078 0.260
16 C -1.948 -0.752 0.249
17 C -2.047 -1.764 1.438
18 C -1.913 -3.224 1.015
19 O -1.635 -3.993 2.172
20 C -0.652 -4.995 1.973
21 C 0.484 -0.696 -0.317
22 O 0.377 -1.889 -0.906
23 C -0.119 -1.878 -2.281
24 C -0.032 -0.544 -3.003
25 C -0.175 -0.837 -4.514
26 C 1.179 -1.261 -5.134
27 H 3.586 -2.271 0.296
28 H 3.475 -2.632 -1.537
29 H 3.387 -0.049 -1.686
30 H 2.221 3.191 1.200
31 H 0.515 3.795 3.370
32 H 0.785 2.023 3.359
33 H 2.170 3.071 3.365
34 H -2.254 1.273 1.868
35 H -1.197 2.608 2.252
36 H -2.770 3.640 0.953
37 H -1.512 3.374 -0.233
38 H -4.786 3.085 0.328
39 H -2.119 -1.290 -0.681
40 H -2.766 -0.053 0.365
41 H -2.984 -1.601 1.965
42 H -1.244 -1.546 2.148
43 H -2.890 -3.562 0.651
44 H -1.139 -3.351 0.258
45 H 0.209 -4.610 1.419
46 H -0.327 -5.324 2.958
47 H -1.079 -5.854 1.447
48 H 0.508 -2.593 -2.816
49 H -1.135 -2.270 -2.357
50 H 0.938 -0.065 -2.873
51 H -0.861 0.105 -2.709
52 H -0.867 -1.671 -4.640
53 H -0.532 0.051 -5.029
54 H 1.417 -0.633 -5.990
55 H 2.000 -1.140 -4.423
56 H 1.181 -2.307 -5.436
57 C -0.263 -7.121 -2.163
58 C 0.396 -5.867 -2.735
59 C 1.194 -5.370 -1.534
60 O 1.561 -6.520 -0.783
61 C 0.834 -7.661 -1.255
62 H -0.575 -7.838 -2.920
63 H -1.140 -6.846 -1.572
64 H 1.071 -6.137 -3.550
65 H -0.313 -5.129 -3.110
66 H 0.584 -4.719 -0.894
67 H 2.096 -4.824 -1.822
68 H 1.523 -8.307 -1.807
69 H 0.448 -8.216 -0.401
70 C 6.528 5.288 2.760
71 C 6.493 4.400 1.518
72 C 5.204 3.620 1.733
73 O 4.322 4.486 2.458
74 C 5.055 5.619 2.947
75 H 7.146 6.176 2.647
76 H 6.899 4.719 3.615
77 H 6.416 5.016 0.619
78 H 7.362 3.754 1.414
79 H 5.380 2.721 2.333
80 H 4.726 3.323 0.796
81 H 4.767 6.497 2.360
82 H 4.785 5.796 3.988
83 C -7.211 -1.078 3.546
84 C -6.790 -0.089 4.631
85 C -5.384 -0.573 4.960
86 O -4.854 -1.129 3.752
87 C -5.906 -1.282 2.791
88 H -8.015 -0.716 2.908
89 H -7.534 -2.016 4.002
90 H -6.757 0.923 4.221
91 H -7.447 -0.083 5.498
92 H -5.403 -1.357 5.723
93 H -4.728 0.228 5.304
94 H -5.780 -0.524 2.009
95 H -5.830 -2.268 2.331
96 C 0.757 3.721 -2.293
97 C 1.870 4.661 -2.751
98 C 2.421 3.912 -3.958
99 O 1.323 3.190 -4.522
100 C 0.218 3.206 -3.622
101 H -0.006 4.207 -1.688
102 H 1.183 2.895 -1.712
103 H 1.445 5.618 -3.058
104 H 2.626 4.854 -1.991
105 H 3.193 3.194 -3.660
106 H 2.841 4.573 -4.716
107 H -0.551 3.874 -4.021
108 H -0.202 2.200 -3.552

Cartesian forces, eV/Å:
C -0.2 0.5 -0.1
C 0.1 0.0 0.0
C 1.3 0.0 1.1
N -0.5 0.1 0.0
N 0.2 0.2 -0.1
C 1.0 1.0 0.5
C -0.2 -0.9 -0.4
F -0.4 -0.1 0.1
C -0.5 -0.4 0.2
C 0.0 0.4 -0.1
C -0.2 0.3 0.0
O 0.1 0.1 0.1
C -0.3 -0.3 -0.1
O 0.0 0.1 -0.1
C 0.3 0.2 -0.5
C -0.4 -0.5 0.8
C 0.4 0.3 -0.2
C -0.6 -0.1 0.7
O 0.5 0.2 -0.1
C -0.3 -0.1 0.1
C -0.1 0.2 0.2
O -0.3 0.1 -0.2
C 0.5 -0.1 -0.7
C -0.6 -0.3 -0.7
C 0.8 -0.3 0.2
C -0.1 0.1 0.2
H -1.5 -0.7 0.1
H 1.6 0.4 -0.1
H -0.9 -0.5 -1.0
H 0.0 -0.3 -0.4
H 0.1 0.1 0.1
H -0.2 0.2 0.2
H -0.1 0.4 0.1
H 0.1 -0.1 0.0
H 0.2 -0.1 0.0
H -0.1 0.0 0.0
H 0.1 -0.1 0.0
H 0.2 0.1 0.1
H 0.1 0.1 -0.1
H 0.1 0.2 -0.3
H 0.0 -0.1 0.1
H 0.0 -0.1 0.1
H 0.2 0.0 -0.5
H 0.0 0.0 -0.1
H 0.0 0.0 0.0
H 0.0 0.0 0.0
H 0.1 0.0 -0.1
H 0.1 0.0 0.2
H -0.1 0.1 0.5
H -0.1 0.2 0.3
H 0.2 0.2 0.3
H -0.4 0.3 -0.2
H -0.3 -0.1 0.0
H 0.0 -0.2 -0.1
H 0.0 0.0 0.0
H 0.0 0.0 -0.2
C -0.1 0.1 0.1
C 0.1 -0.1 0.0
C -0.1 0.1 0.0
O 0.0 0.0 0.0
C 0.1 0.0 -0.1
H 0.0 0.0 0.0
H 0.0 0.0 0.0
H 0.0 0.0 0.0
H 0.0 0.0 0.0
H 0.0 0.1 -0.1
H 0.0 0.0 0.0
H 0.0 0.0 0.0
H 0.0 0.0 0.0
C 0.0 -0.1 0.1
C 0.0 0.1 -0.1
C 0.1 0.0 0.1
O -0.1 -0.1 -0.1
C 0.0 0.1 -0.1
H 0.0 0.0 0.0
H 0.0 0.0 0.0
H 0.0 0.0 0.0
H 0.0 0.0 0.0
H 0.0 0.0 0.0
H 0.0 0.0 0.0
H 0.0 0.0 0.0
H 0.0 0.0 0.0
C 0.0 -0.1 0.1
C 0.0 0.1 -0.1
C 0.0 -0.1 0.1
O 0.0 0.1 -0.1
C 0.0 0.1 -0.1
H 0.0 0.0 0.0
H 0.0 0.0 0.0
H 0.0 0.0 0.0
H 0.0 0.0 0.0
H 0.0 0.0 0.0
H 0.0 0.0 0.0
H -0.1 0.0 0.0
H 0.0 0.0 0.0
C 0.0 -0.1 0.0
C -0.1 0.0 -0.1
C 0.0 -0.1 0.1
O 0.0 -0.1 0.0
C 0.0 0.1 0.0
H 0.0 0.1 0.0
H 0.0 0.0 0.0
H 0.0 0.0 0.0
H 0.0 0.0 0.0
H 0.0 0.0 0.0
H 0.0 0.0 0.0
H 0.0 0.0 0.1
H 0.0 0.0 0.0

3.
2 unconnected molecules or ions with the total composition C5H10O3 at a distorted geometry, computed with ωB97M-V/def2-TZVPD.

The value obtained for the frontier orbital gap is 0.3709 Ha. The SMILES is CC(=O)O.C=COC. For the LUMO energy, the calculation gives 0.91 eV. As for the HOMO energy: -9.1808 eV. The value obtained for the total energy is -11487.246 eV. The energy above the lowest of the compared OMol25 structures with the same formula, charge and spin is 67.82 kcal/mol.

CARTESIAN COORDINATES (ANGSTROEM)
1 C 1.079 0.391 -2.147
2 C 1.302 -0.030 -0.726
3 O 1.816 -1.021 -0.289
4 O 1.303 1.201 0.129
5 H 1.914 1.014 -2.463
6 H 0.950 -0.496 -2.762
7 H 0.183 1.009 -2.188
8 H 1.833 1.027 0.924
9 C -0.894 0.764 2.038
10 C -0.931 0.868 0.711
11 O -0.942 -0.340 -0.249
12 C -1.081 -1.632 0.317
13 H -0.374 -0.037 2.538
14 H -1.343 1.551 2.623
15 H -1.508 1.624 0.200
16 H -1.746 -1.622 1.183
17 H -0.086 -1.975 0.615
18 H -1.475 -2.293 -0.456

Cartesian forces, eV/Å:
C -0.8 -0.2 0.4
C 2.4 2.3 1.7
O -0.7 0.2 -0.4
O 0.5 -1.7 -2.0
H 0.1 -0.2 0.0
H 0.1 0.1 -0.1
H 0.0 0.0 -0.1
H -0.3 -0.3 -0.2
C 0.3 0.0 -0.9
C -2.9 -3.5 -0.5
O 0.3 3.0 1.6
C 0.6 0.2 0.5
H -0.3 -0.3 0.1
H 0.4 0.3 0.1
H 0.6 0.3 -0.2
H 0.0 0.0 -0.1
H -0.2 -0.3 0.1
H 0.0 0.1 0.0

4.
A molecular structure, C6H10O, computed with ωB97M-V/def2-TZVPD.

The value obtained for the frontier orbital gap is 0.2885 Ha. For the LUMO energy, the calculation gives 0.94 eV. As for the HOMO energy: -6.9104 eV. The value obtained for the total energy is -8425.674 eV. The energy above the lowest of the compared OMol25 structures with the same formula, charge and spin is 128.35 kcal/mol.

CARTESIAN COORDINATES (ANGSTROEM)
1 C -2.193 -0.719 0.235
2 C -0.301 -0.285 -0.405
3 O -0.682 -0.703 1.064
4 C 0.024 1.208 -0.325
5 C 1.477 1.252 0.119
6 C 2.051 0.062 -0.053
7 C 1.063 -0.937 -0.630
8 H -2.746 -0.758 1.191
9 H -2.271 -1.664 -0.288
10 H -2.564 0.107 -0.368
11 H -0.537 0.030 1.695
12 H -0.085 1.668 -1.318
13 H -0.666 1.760 0.331
14 H 1.978 2.149 0.476
15 H 3.095 -0.164 0.151
16 H 1.114 -1.930 -0.170
17 H 1.243 -1.076 -1.706

Cartesian forces, eV/Å:
C -0.5 -0.1 0.0
C 0.3 0.1 -0.1
O 0.0 0.1 0.1
C -0.1 0.0 0.0
C 0.1 -0.1 0.0
C 0.0 0.1 0.0
C 0.0 0.0 0.0
H 0.1 0.0 -0.1
H 0.0 0.2 0.1
H 0.1 -0.1 0.1
H 0.0 -0.1 -0.1
H 0.0 -0.1 0.1
H 0.1 -0.1 -0.1
H -0.1 -0.2 -0.1
H -0.2 0.1 0.0
H 0.0 0.1 -0.1
H 0.0 0.0 0.1